1.
A single C12H16N2O4S molecule. Source: the OMol25 dataset; level of theory: wB97M-V/def2-TZVPD.

As for the net charge: 0. Its structure (SMILES) is C[C@H]1CCCCN1S(=O)(=O)c1ccccc1[N+](=O)[O-]. The calculation puts the HOMO-LUMO gap at 9.261 eV. The LUMO energy is -0.0128 hartree. The HOMO energy comes out at -0.3531 Eh.

Structure (XYZ):
```
35
Properties=species:S:1:pos:R:3:forces:R:3:mulliken_charge:R:1
C -3.363 -1.843 -0.882 0.219 0.280 0.061 -1.563
C -2.707 -0.462 -0.854 -0.412 0.071 -0.716 -0.068
C -3.663 0.650 -0.409 0.023 -0.179 0.062 -0.712
C -3.965 0.572 1.086 0.123 0.157 -0.040 -0.713
C -2.660 0.608 1.876 -0.087 -0.190 -0.032 -0.580
C -1.738 -0.516 1.408 0.086 0.164 0.634 -1.003
N -1.510 -0.480 -0.023 0.765 0.671 -0.422 0.063
S -0.274 0.545 -0.479 0.077 -0.830 0.176 1.235
O -0.113 1.612 0.465 -0.124 -0.101 0.106 -0.635
O -0.412 0.821 -1.872 -0.133 -0.075 -0.161 -0.708
C 1.132 -0.577 -0.218 -0.409 0.517 0.026 0.136
C 0.937 -1.945 -0.215 0.076 -0.091 -0.044 -0.189
C 1.984 -2.801 0.094 0.063 0.062 -0.002 -0.803
C 3.227 -2.290 0.433 -0.133 -0.002 -0.053 -0.501
C 3.434 -0.921 0.434 -0.161 0.332 -0.066 -0.603
C 2.387 -0.076 0.089 0.061 -0.959 0.098 0.361
N 2.654 1.345 -0.001 0.300 0.168 -0.086 1.014
O 3.379 1.822 0.840 0.253 0.276 0.349 -0.619
O 2.176 1.924 -0.945 0.024 0.274 -0.306 -0.496
H -4.176 -1.840 -1.603 -0.110 -0.026 -0.041 0.419
H -3.764 -2.116 0.090 -0.093 -0.106 0.093 0.347
H -2.638 -2.595 -1.182 0.051 -0.107 -0.036 0.338
H -2.345 -0.233 -1.861 -0.232 -0.082 0.099 0.538
H -4.586 0.590 -0.989 0.008 0.052 -0.069 0.407
H -3.184 1.608 -0.624 -0.058 0.072 -0.059 0.347
H -4.509 -0.347 1.312 -0.091 -0.008 0.045 0.279
H -4.598 1.412 1.376 -0.061 -0.066 0.017 0.385
H -2.852 0.499 2.945 0.037 0.021 0.030 0.414
H -2.151 1.558 1.708 -0.031 0.011 0.094 0.258
H -0.760 -0.430 1.886 -0.107 -0.158 0.183 0.472
H -2.163 -1.493 1.660 0.080 0.013 0.002 0.480
H -0.045 -2.325 -0.448 -0.074 -0.077 0.029 0.426
H 1.824 -3.868 0.083 -0.035 -0.086 0.002 0.424
H 4.037 -2.955 0.691 0.076 -0.042 0.018 0.391
H 4.393 -0.494 0.686 0.026 0.043 0.007 0.459
```
Positions in Å, forces in eV/Å.

---

2.
A single C7H9N molecule. Source: the OMol25 dataset; level of theory: wB97M-V/def2-TZVPD.

As for the net charge: 0. Its structure (SMILES) is CNc1ccccc1. The calculation puts the HOMO-LUMO gap at 9.158 eV. The LUMO energy is 0.0392 hartree. The HOMO energy comes out at -0.2974 Eh.

Structure (XYZ):
```
17
Properties=species:S:1:pos:R:3:forces:R:3:mulliken_charge:R:1
C -1.398 -1.999 -0.983 -3.426 0.768 2.790 -1.121
N -1.623 -0.663 -0.421 3.236 -1.457 1.603 -0.351
C -0.402 0.021 -0.037 -2.572 0.921 -0.290 0.501
C 0.856 -0.460 -0.241 1.082 5.464 2.571 -0.362
C 2.038 0.222 0.183 -2.245 2.383 -0.350 -0.777
C 1.770 1.497 0.756 2.788 1.447 1.341 -0.186
C 0.490 1.949 1.075 -0.073 1.288 -0.232 -0.354
C -0.588 1.261 0.605 3.151 -1.953 -0.625 -0.593
H -2.417 -2.455 -1.049 0.786 0.368 -1.035 0.351
H -1.076 -2.542 -0.125 1.362 -0.868 0.145 0.397
H -0.796 -1.943 -1.821 1.170 -0.702 -1.815 0.380
H -2.253 -0.149 -0.928 -1.451 1.765 -1.274 0.244
H 1.043 -1.363 -0.447 0.831 -6.902 -2.458 0.566
H 3.001 -0.154 -0.178 -0.277 0.262 0.707 0.345
H 2.531 2.324 1.146 -0.839 -2.458 -1.166 0.183
H 0.341 2.948 1.605 0.333 -1.580 -0.725 0.269
H -1.516 1.506 0.861 -3.856 1.254 0.812 0.509
```
Positions in Å, forces in eV/Å.

---

3.
A molecular structure, C19H34F6OP2Pt. Source: the OMol25 dataset; level of theory: wB97M-V/def2-TZVPD.

As for the net charge: +2. The calculation puts the HOMO-LUMO gap (spin up / spin down) at 3.825 / 4.713 eV. The LUMO energy (spin up / spin down) is -0.3277 / -0.3679 hartree. The HOMO energy (spin up / spin down) comes out at -0.4683 / -0.5411 Eh. The multiplicity is 5. The expectation value of S² is 6.03.

Structure (XYZ):
```
63
Properties=species:S:1:pos:R:3:forces:R:3:lowdin_spin:R:1
P 0.993 -1.806 -3.398 -2.672 -2.509 -4.763 0.180
P 0.434 1.537 -4.640 0.173 2.636 -2.432 0.488
C 0.441 -1.353 -5.126 0.113 -0.136 -0.645 0.063
C 0.662 0.058 -5.671 -0.103 -0.876 0.310 0.100
H -0.604 -1.716 -5.261 0.777 0.577 -0.033 0.001
H 1.063 -2.014 -5.768 -0.575 0.214 0.274 0.009
H 1.711 0.211 -5.967 -0.191 -0.160 -0.256 0.019
H -0.009 0.187 -6.529 0.509 0.006 0.091 0.003
C -0.123 2.642 -6.097 0.228 -0.542 0.116 0.040
H -0.821 3.462 -5.962 0.223 -0.231 0.442 0.003
H -0.538 1.939 -6.813 -0.250 0.176 -0.161 0.000
H 0.760 3.048 -6.574 0.418 0.024 -0.027 0.007
C 2.072 2.199 -4.188 0.332 -0.117 0.633 0.096
H 2.513 2.737 -5.054 -0.307 -0.374 0.441 0.017
H 2.682 1.315 -3.908 -0.139 0.653 -0.091 0.016
H 2.023 2.889 -3.316 0.006 -0.469 -0.533 0.003
C -0.430 -3.109 -3.417 0.028 -0.743 0.671 0.016
H -0.586 -3.804 -2.587 0.607 0.393 0.281 0.000
H -0.419 -3.795 -4.291 0.632 0.712 0.187 0.004
H -1.404 -2.593 -3.506 0.621 0.315 0.116 0.002
C 2.720 -2.280 -3.917 -0.728 -1.020 0.245 0.075
H 3.254 -1.384 -4.190 0.369 0.378 -0.284 0.009
H 2.736 -2.959 -4.740 -0.031 -0.463 -0.878 0.020
H 3.185 -2.785 -3.099 0.705 -0.352 0.275 0.007
Pt 2.113 -0.789 -2.030 0.205 1.692 4.816 0.882
C -1.239 3.348 -3.363 -0.309 -1.065 0.218 0.017
C -2.347 3.493 -4.132 -0.347 0.094 2.498 0.139
C -3.520 2.556 -3.907 0.652 0.432 -1.507 0.046
C -3.315 1.426 -5.014 -0.806 -0.139 0.115 0.088
C -2.431 0.410 -4.448 -1.662 -0.477 -1.395 0.414
C -2.545 0.384 -3.102 1.929 -0.873 1.498 0.345
C -1.372 0.846 -2.379 0.902 -1.158 1.121 0.153
C -1.227 2.383 -2.185 -0.082 0.103 0.420 0.010
C 1.868 -2.649 -0.911 0.065 -1.088 0.567 0.302
H -0.349 3.973 -3.326 -0.477 0.480 -0.579 -0.002
H -2.625 4.393 -4.634 0.574 0.421 -0.979 0.005
H -4.468 3.028 -4.149 0.014 0.244 0.297 0.003
H -3.523 2.247 -2.824 -0.377 -0.154 -1.216 0.007
H -4.311 1.051 -5.288 0.121 -0.338 -0.122 0.033
H -2.791 1.670 -5.950 -0.652 0.925 0.208 0.002
H -1.803 -0.225 -5.045 0.616 0.183 0.037 0.023
H -3.336 -0.048 -2.519 -1.178 0.581 -0.017 0.023
H -0.425 0.477 -2.873 -0.663 0.060 0.407 0.058
H -1.426 0.338 -1.408 0.510 0.472 0.084 0.016
H -2.078 2.695 -1.545 0.768 -0.122 0.144 -0.002
H -0.261 2.494 -1.652 -0.875 -0.001 -0.141 -0.001
H 2.248 -2.522 0.105 -0.002 0.402 -0.207 0.023
H 2.340 -3.579 -1.280 -0.161 0.557 -0.268 0.020
H 0.781 -2.789 -0.873 0.283 0.005 0.183 0.013
C 0.306 -0.720 1.565 0.345 -0.222 0.130 0.001
C 1.067 0.393 0.872 -1.367 2.744 1.635 0.021
O 1.300 0.202 -0.417 0.843 0.695 -1.925 0.166
C 0.172 1.773 0.918 -0.076 0.353 1.262 0.008
F -0.044 2.248 2.169 -0.007 -0.467 -0.877 0.004
F 0.671 2.830 0.224 0.217 -0.807 -0.025 0.000
F -1.057 1.565 0.392 -0.107 -0.472 0.064 0.002
C 2.263 0.825 1.799 0.415 -0.404 0.860 0.001
F 1.819 0.992 3.090 0.842 -0.358 -1.326 0.001
F 3.214 -0.139 1.821 -0.406 0.350 -0.123 0.000
F 2.860 1.973 1.427 -0.338 -0.645 0.018 0.000
H -0.599 -1.038 1.036 0.342 0.123 -0.132 0.000
H 0.039 -0.447 2.574 -0.158 0.115 0.268 0.000
H 1.035 -1.526 1.640 -0.337 -0.327 0.014 0.000
```
Positions in Å, forces in eV/Å.

---

4.
A molecular structure, C5H3NO. Source: the OMol25 dataset; level of theory: wB97M-V/def2-TZVPD.

As for the net charge: 0. The calculation puts the HOMO-LUMO gap at 8.686 eV. The LUMO energy is -0.0147 hartree. The HOMO energy comes out at -0.3339 Eh.

Structure (XYZ):
```
10
Properties=species:S:1:pos:R:3:forces:R:3:mulliken_charge:R:1
N 3.033 -0.654 -0.079 -1.106 0.324 -0.040 -0.445
C 1.920 -0.322 -0.078 0.860 -0.304 -0.017 0.074
C 0.571 0.117 -0.036 -0.158 0.036 -0.002 0.193
C 0.168 1.498 0.259 -0.161 0.108 0.009 0.066
O -0.996 1.846 0.323 0.416 -0.027 -0.011 -0.531
C -1.773 -0.965 0.013 0.405 0.037 -0.148 -0.470
C -0.544 -0.659 -0.178 -0.433 0.113 0.219 0.184
H 0.996 2.210 0.420 -0.033 -0.083 -0.002 0.375
H -2.654 -1.206 -0.563 0.170 -0.051 -0.045 0.292
H -0.722 -1.867 -0.081 0.038 -0.154 0.037 0.262
```
Positions in Å, forces in eV/Å.

---

5.
A molecular structure, C3H7NOS. Source: the OMol25 dataset; level of theory: wB97M-V/def2-TZVPD.

As for the net charge: 0. The calculation puts the HOMO-LUMO gap at 9.823 eV. The LUMO energy is 0.0313 hartree. The HOMO energy comes out at -0.3297 Eh.

Structure (XYZ):
```
13
Properties=species:S:1:pos:R:3:forces:R:3:mulliken_charge:R:1
C 0.443 1.045 -0.366 0.977 -0.095 -4.152 -0.535
C 0.682 -1.024 0.384 1.050 -0.109 0.666 -0.592
C -1.632 -0.208 -0.112 1.063 0.755 1.976 -0.908
N -0.233 0.075 0.333 -2.856 -0.912 -0.250 -0.031
O 2.538 0.851 1.219 0.938 0.247 1.218 -0.569
S 2.063 0.241 -0.012 -0.851 -0.124 -0.362 0.384
H 0.400 1.026 -1.791 -0.239 0.066 3.832 0.213
H 0.159 1.984 0.058 0.661 1.248 -0.535 0.401
H 0.745 -1.482 1.421 0.170 0.287 -1.416 0.299
H 0.654 -1.768 -0.453 -0.192 0.365 0.586 0.362
H -2.052 0.483 -0.798 0.306 1.067 -0.910 0.366
H -1.448 -1.106 -0.628 -1.221 -1.684 -0.420 0.375
H -2.319 -0.118 0.744 0.193 -1.110 -0.233 0.237
```
Positions in Å, forces in eV/Å.

---

6.
A single C5H8O2S molecule. Source: the OMol25 dataset; level of theory: wB97M-V/def2-TZVPD.

As for the net charge: 0. Its structure (SMILES) is C[C@@H]1C[C@@H]2[C@H]1S2(=O)=O. The calculation puts the HOMO-LUMO gap at 10.851 eV. The LUMO energy is 0.0276 hartree. The HOMO energy comes out at -0.3711 Eh.

Structure (XYZ):
```
16
Properties=species:S:1:pos:R:3:forces:R:3:mulliken_charge:R:1
C -1.180 -0.685 -1.607 1.324 0.387 -1.339 -1.476
C -0.015 -0.453 -0.558 -1.256 -2.741 0.258 0.446
C -0.437 -0.771 0.957 -0.869 1.532 -1.359 -0.843
C -0.028 0.699 1.324 0.329 -0.004 0.068 -0.323
C 0.443 0.960 -0.202 -2.140 3.641 -3.388 -0.325
S 1.680 0.914 0.940 0.004 2.133 2.626 0.944
O 2.498 -0.223 0.908 1.433 -2.480 -0.363 -0.580
O 2.273 2.108 1.532 -1.192 -0.409 -1.252 -0.649
H -1.947 0.080 -1.659 -0.109 0.261 0.499 0.384
H -1.711 -1.673 -1.649 0.855 0.700 0.780 0.347
H -0.674 -0.615 -2.614 -0.509 -0.060 0.801 0.363
H 0.760 -1.178 -0.846 0.132 0.726 -0.074 0.362
H -1.489 -1.101 1.004 0.207 0.879 0.125 0.338
H 0.089 -1.544 1.454 0.981 -0.482 0.459 0.286
H -0.448 1.491 1.972 -0.015 -0.807 -0.336 0.420
H 0.186 1.992 -0.956 0.824 -3.277 2.496 0.306
```
Positions in Å, forces in eV/Å.